Entry from the Open Molecules 2025 dataset: a 13-piece molecular cluster, C63H80F7N3O6 overall in a non-equilibrium geometry (the ωB97M-V functional and the def2-TZVPD basis).

Properties
Max |F|, eV/Å: 3.56
E_LUMO, hartree: 0.0088
Gap between HOMO and LUMO, eV: 9.006
Net charge: 0

Each atom is followed by the atoms it is bonded to, with distances in Å.
CARTESIAN COORDINATES (ANGSTROEM)
1 C -0.9594 7.6307 -0.5970  C2 1.509, C5 1.585, H6 1.089, H7 1.072
2 C -0.7169 6.8072 0.6436  C1 1.509, C3 1.510, H8 1.057, H9 1.048
3 C -0.7053 5.4264 0.0314  C2 1.510, O4 1.422, H10 1.097, H11 1.115
4 O -1.8028 5.4249 -0.8728  C3 1.422, C5 1.427
5 C -2.0768 6.7574 -1.3044  C1 1.585, O4 1.427, H12 1.127, H13 1.086
6 H -0.0622 7.7083 -1.2097  C1 1.089
7 H -1.4606 8.5577 -0.4000  C1 1.072
8 H -1.5448 6.8540 1.2983  C2 1.057
9 H 0.1747 7.1219 1.0954  C2 1.048
10 H -0.9492 4.6402 0.7560  C3 1.097
11 H 0.2919 5.1483 -0.3814  C3 1.115
12 H -3.1370 7.0739 -1.0921  C5 1.127
13 H -1.9244 6.7468 -2.3793  C5 1.086
14 C -1.2728 1.1308 3.4432  C15 1.551, C18 1.576, H19 1.082, H20 1.052
15 C -0.4977 1.2467 4.7819  C14 1.551, C16 1.513, H21 1.103, H22 1.082
16 C -1.6141 0.9102 5.7457  C15 1.513, O17 1.406, H23 1.095, H24 1.079
17 O -2.3706 -0.1108 5.1430  C16 1.406, C18 1.417
18 C -2.3385 0.0066 3.7315  C14 1.576, O17 1.417, H25 1.107, H26 1.098
19 H -0.7340 0.8719 2.5409  C14 1.082
20 H -1.7919 2.0354 3.3029  C14 1.052
21 H -0.0007 2.2133 4.9717  C15 1.103
22 H 0.2321 0.4488 4.7401  C15 1.082
23 H -2.1980 1.8190 5.9240  C16 1.095
24 H -1.2855 0.5061 6.6912  C16 1.079
25 H -3.3817 0.2386 3.4437  C18 1.107
26 H -2.1142 -0.9705 3.2836  C18 1.098
27 C 3.1953 -3.9438 -0.2317  C28 1.548, C31 1.545, H32 1.086, H33 1.109
28 C 3.9498 -5.2008 0.2660  C27 1.548, C29 1.567, H34 1.101, H35 1.113
29 C 4.0252 -6.0690 -1.0358  C28 1.567, O30 1.443, H36 1.084, H37 1.100
30 O 2.9175 -5.6575 -1.8649  C29 1.443, C31 1.450
31 C 2.8578 -4.2167 -1.7146  C27 1.545, O30 1.450, H38 1.085, H39 1.094
32 H 3.7844 -3.0324 -0.1823  C27 1.086
33 H 2.1987 -3.8262 0.2393  C27 1.109
34 H 3.4007 -5.6899 1.0855  C28 1.101
35 H 4.9973 -5.0322 0.6010  C28 1.113
36 H 3.8679 -7.1123 -0.7854  C29 1.084
37 H 5.0166 -5.9833 -1.5040  C29 1.100
38 H 1.8765 -3.9130 -2.0635  C31 1.085
39 H 3.5145 -3.7260 -2.4387  C31 1.094
40 F -3.6173 -1.3503 -2.8814  C41 1.361
41 C -2.3496 -1.6857 -3.2447  F40 1.361, C42 1.360, C46 1.413
42 C -1.5326 -0.7259 -3.7550  C41 1.360, C43 1.379, H47 1.065
43 C -0.2764 -1.1415 -4.1418  C42 1.379, C44 1.371, H48 1.090
44 C 0.1207 -2.4521 -4.0759  C43 1.371, C45 1.390, H49 1.091
45 C -0.7517 -3.4104 -3.5724  C44 1.390, C46 1.406, H50 1.072
46 C -2.0549 -3.0656 -3.1736  C41 1.413, C45 1.406, H51 1.077
47 H -1.8001 0.3043 -3.7088  C42 1.065
48 H 0.4064 -0.4260 -4.6012  C43 1.090
49 H 1.1855 -2.6262 -4.2364  C44 1.091
50 H -0.5164 -4.4508 -3.4649  C45 1.072
51 H -2.7627 -3.7834 -2.7941  C46 1.077
52 F 3.8631 3.0472 0.2623  C53 1.354
53 C 3.5674 4.2624 -0.2579  F52 1.354, C54 1.357, C58 1.368
54 C 3.3370 4.3383 -1.5930  C53 1.357, C55 1.369, H59 1.077
55 C 3.0140 5.5661 -2.1045  C54 1.369, C56 1.386, H60 1.120
56 C 2.7651 6.6565 -1.2851  C55 1.386, C57 1.411, H61 1.079
57 C 3.0104 6.5416 0.0991  C56 1.411, C58 1.392, H62 1.104
58 C 3.4105 5.3095 0.6086  C53 1.368, C57 1.392, H63 1.076
59 H 3.4328 3.4595 -2.2073  C54 1.077
60 H 2.9143 5.6233 -3.2181  C55 1.120
61 H 2.4949 7.6360 -1.6480  C56 1.079
62 H 3.0043 7.4105 0.7794  C57 1.104
63 H 3.7163 5.1960 1.6337  C58 1.076
64 F -1.7002 -2.1310 -0.0016  C65 1.386
65 C -1.1758 -0.8493 -0.0551  F64 1.386, C66 1.363, C70 1.376
66 C -1.9443 0.2107 -0.4345  C65 1.363, C67 1.411, H71 1.086
67 C -1.3776 1.5029 -0.4671  C66 1.411, C68 1.386, H72 1.103
68 C -0.0424 1.7334 -0.1760  C67 1.386, C69 1.406, H73 1.109
69 C 0.7466 0.6209 0.1654  C68 1.406, C70 1.435, H74 1.098
70 C 0.1810 -0.6974 0.1158  C65 1.376, C69 1.435, H75 1.079
71 H -3.0214 0.0835 -0.4805  C66 1.086
72 H -2.0955 2.3281 -0.6090  C67 1.103
73 H 0.4008 2.7446 -0.0666  C68 1.109
74 H 1.7643 0.7998 0.5367  C69 1.098
75 H 0.8172 -1.5528 0.2845  C70 1.079
76 F 1.2847 -7.8421 1.1817  C77 1.337
77 C 0.4114 -6.8483 1.3723  F76 1.337, C78 1.371, C82 1.402
78 C -0.3555 -6.8319 2.5082  C77 1.371, C79 1.375, H83 1.082
79 C -1.2993 -5.8485 2.6858  C78 1.375, C80 1.360, H84 1.069
80 C -1.4627 -4.8454 1.7821  C79 1.360, C81 1.382, H85 1.109
81 C -0.6448 -4.8387 0.6676  C80 1.382, C82 1.377, H86 1.097
82 C 0.2732 -5.8331 0.4151  C77 1.402, C81 1.377, H87 1.090
83 H -0.2055 -7.6400 3.2124  C78 1.082
84 H -1.8731 -5.8228 3.5873  C79 1.069
85 H -2.2114 -4.0447 1.9489  C80 1.109
86 H -0.7136 -4.0531 -0.0952  C81 1.097
87 H 0.8456 -5.8738 -0.5113  C82 1.090
88 F 1.4017 -3.0729 7.3425  C89 1.320
89 C 1.5041 -3.2658 6.0402  F88 1.320, C90 1.382, C94 1.363
90 C 2.5852 -3.9640 5.5362  C89 1.382, C91 1.369, H95 1.067
91 C 2.6185 -4.2137 4.1907  C90 1.369, C92 1.407, H96 1.111
92 C 1.5703 -3.8221 3.3376  C91 1.407, C93 1.389, H97 1.118
93 C 0.4930 -3.1569 3.9088  C92 1.389, C94 1.383, H98 1.086
94 C 0.4526 -2.8809 5.2630  C89 1.363, C93 1.383, H99 1.089
95 H 3.4287 -4.2564 6.1209  C90 1.067
96 H 3.4555 -4.8234 3.7894  C91 1.111
97 H 1.5904 -4.1645 2.2736  C92 1.118
98 H -0.3740 -2.7906 3.3676  C93 1.086
99 H -0.3362 -2.3177 5.7593  C94 1.089
100 F -2.0408 2.1807 -6.8132  C101 1.373
101 C -1.3717 2.6190 -5.6970  F100 1.373, C102 1.418, C106 1.382
102 C -2.1455 3.1974 -4.6585  C101 1.418, C103 1.378, H107 1.078
103 C -1.4747 3.6352 -3.5370  C102 1.378, C104 1.392, H108 1.090
104 C -0.0903 3.5385 -3.4323  C103 1.392, C105 1.349, H109 1.089
105 C 0.5871 2.9920 -4.4636  C104 1.349, C106 1.361, H110 1.084
106 C -0.0013 2.4866 -5.5818  C101 1.382, C105 1.361, H111 1.086
107 H -3.2200 3.1895 -4.7467  C102 1.078
108 H -2.0896 4.1144 -2.7753  C103 1.090
109 H 0.4058 3.9989 -2.5793  C104 1.089
110 H 1.6697 2.9342 -4.4433  C105 1.084
111 H 0.6613 1.9614 -6.2637  C106 1.086
112 F -4.9515 0.3651 0.8771  C113 1.343
113 C -4.9623 1.7080 0.8845  F112 1.343, C114 1.394, C118 1.367
114 C -4.7216 2.3509 -0.3289  C113 1.394, C115 1.393, H119 1.100
115 C -4.6238 3.7401 -0.3065  C114 1.393, C116 1.416, H120 1.105
116 C -4.7744 4.4490 0.9099  C115 1.416, C117 1.386, H121 1.066
117 C -5.0380 3.7387 2.0706  C116 1.386, C118 1.378, H122 1.090
118 C -5.1191 2.3633 2.0740  C113 1.367, C117 1.378, H123 1.085
119 H -4.6055 1.7150 -1.2191  C114 1.100
120 H -4.2029 4.2252 -1.2061  C115 1.105
121 H -4.5754 5.4889 1.0373  C116 1.066
122 H -5.2564 4.2886 2.9865  C117 1.090
123 H -5.3082 1.7563 2.9526  C118 1.085
124 C 3.5662 0.3849 -5.6470  O125 1.216, N126 1.328, H129 1.081
125 O 2.4483 0.7795 -5.9177  C124 1.216
126 N 3.9696 0.0464 -4.4273  C124 1.328, C127 1.470, C128 1.438
127 C 5.3621 -0.3750 -4.2137  N126 1.470, H130 1.090, H131 1.102, H132 1.084
128 C 3.2017 0.3174 -3.2419  N126 1.438, H133 1.094, H134 1.085, H135 1.096
129 H 4.3078 0.1402 -6.3950  C124 1.081
130 H 5.2571 -1.4274 -3.9515  C127 1.090
131 H 5.8384 0.1298 -3.3580  C127 1.102
132 H 5.9511 -0.2592 -5.1159  C127 1.084
133 H 2.3331 0.9329 -3.4937  C128 1.094
134 H 2.7398 -0.5907 -2.8685  C128 1.085
135 H 3.8759 0.7232 -2.4791  C128 1.096
136 C 4.4380 0.2370 1.1367  O137 1.248, N138 1.318, H141 1.079
137 O 4.3205 -0.7040 0.3250  C136 1.248
138 N 4.0575 0.1789 2.3970  C136 1.318, C139 1.490, C140 1.438
139 C 3.4179 -1.0322 2.9841  N138 1.490, H142 1.115, H143 1.074, H144 1.102
140 C 4.2856 1.3383 3.2162  N138 1.438, H145 1.103, H146 1.078, H147 1.102
141 H 4.8205 1.1785 0.7735  C136 1.079
142 H 4.1146 -1.6244 3.6219  C139 1.115
143 H 3.0732 -1.6996 2.2161  C139 1.074
144 H 2.5800 -0.7024 3.6196  C139 1.102
145 H 3.3530 1.6971 3.6831  C140 1.103
146 H 4.9684 1.1008 4.0154  C140 1.078
147 H 4.6571 2.2117 2.6554  C140 1.102
148 C -5.8887 -4.5437 -1.1092  O149 1.206, N150 1.319, H153 1.096
149 O -4.8795 -5.0995 -1.4646  C148 1.206
150 N -5.8629 -3.5625 -0.2274  C148 1.319, C151 1.435, C152 1.498
151 C -7.0902 -3.1327 0.3792  N150 1.435, H154 1.110, H155 1.093, H156 1.079
152 C -4.6552 -2.7937 0.2136  N150 1.498, H157 1.122, H158 1.080, H159 1.078
153 H -6.8965 -4.7771 -1.4700  C148 1.096
154 H -7.1174 -3.2836 1.4785  C151 1.110
155 H -7.9629 -3.7173 0.0756  C151 1.093
156 H -7.1798 -2.0672 0.2328  C151 1.079
157 H -3.7178 -3.1102 -0.3165  C152 1.122
158 H -4.9101 -1.7551 0.0596  C152 1.080
159 H -4.4614 -2.9917 1.2552  C152 1.078